Record 1
Computed, not measured: a structure of composition C19H43O2P3SZr, with ωB97M-V/def2-TZVPD.

Atoms and positions in Å:
Zr1 0.193 0.469 0.225
P1 0.632 -2.111 -0.617
P2 2.691 0.139 1.324
P3 -2.506 0.397 0.003
H1 1.873 2.936 -0.045
C1 0.792 2.885 0.115
C2 0.219 2.738 1.407
H2 0.826 2.733 2.306
C3 1.633 -2.325 -2.134
C4 1.397 -3.368 0.474
C5 -0.935 -2.927 -1.088
C6 3.283 1.611 2.235
C7 2.982 -1.123 2.625
C8 4.070 -0.179 0.163
C9 -3.262 1.905 0.707
C10 -3.362 -0.886 0.985
C11 -3.369 0.292 -1.596
H3 0.214 3.320 -0.704
H4 -0.817 3.040 1.587
H5 1.138 -3.050 -2.793
H6 2.631 -2.704 -1.861
H7 1.767 -1.387 -2.677
H8 1.192 -4.371 0.077
H9 0.972 -3.295 1.486
H10 2.484 -3.223 0.521
H11 -0.693 -3.827 -1.672
H12 -1.566 -2.263 -1.695
H13 -1.490 -3.216 -0.187
H14 4.378 1.573 2.322
H15 2.843 1.625 3.240
H16 2.988 2.527 1.716
H17 4.063 -1.228 2.794
H18 2.577 -2.097 2.335
H19 2.503 -0.818 3.566
H20 5.027 -0.106 0.697
H21 4.044 0.573 -0.634
H22 3.973 -1.172 -0.292
H23 -4.256 2.041 0.259
H24 -2.643 2.781 0.472
H25 -3.354 1.815 1.798
H26 -4.431 -0.872 0.739
H27 -3.235 -0.693 2.060
H28 -2.956 -1.880 0.758
H29 -4.331 0.817 -1.510
H30 -3.551 -0.758 -1.866
H31 -2.775 0.771 -2.384
C12 0.033 1.183 -3.183
C13 0.716 0.558 -4.233
C14 0.361 0.906 -5.537
C15 -0.578 1.919 -5.775
C16 -1.159 2.603 -4.703
C17 -0.860 2.233 -3.382
O1 0.198 0.729 -1.862
H32 0.484 -0.285 -1.784
H33 1.505 -0.160 -4.040
H34 0.834 0.390 -6.376
H35 -0.838 2.180 -6.798
H36 -1.851 3.424 -4.882
H37 -1.309 2.739 -2.526
C18 -1.604 0.725 4.264
S1 -0.194 -0.253 3.735
C19 -0.826 -1.898 4.075
O2 -0.357 -0.201 2.151
H38 -1.618 0.679 5.359
H39 -2.537 0.332 3.844
H40 -1.442 1.759 3.945
H41 -1.836 -2.015 3.664
H42 -0.144 -2.636 3.636
H43 -0.832 -2.019 5.168

The net charge is +4. Its LUMO energy (alpha / beta) is -14.76 / -14.76 eV. As for the total energy: -2368.0030 hartree.

---

Record 2
Computed, not measured: a cluster of 3 separate species, C19H44BF2N3O12PS in total, with ωB97M-V/def2-TZVPD.

Atoms and positions in Å:
C1 -1.155 2.612 1.274
C2 0.154 2.330 0.506
B1 0.509 0.796 0.543
O1 -0.404 -0.104 0.007
N1 1.765 0.334 1.138
C3 2.137 1.076 2.314
F1 2.972 2.164 2.069
C4 2.711 0.260 3.460
C5 1.636 -0.624 4.111
C6 2.733 -0.530 0.454
C7 4.306 -0.118 0.658
O2 4.976 -0.994 1.196
O3 4.559 0.964 0.202
P1 2.501 -2.349 0.868
O4 2.929 -3.296 -0.169
O5 3.157 -2.623 2.302
O6 0.939 -2.493 1.226
S1 2.451 -0.414 -1.340
O7 2.457 0.946 -1.770
O8 1.381 -1.259 -1.758
F2 3.770 -1.070 -1.848
H1 -1.312 3.681 1.427
H2 -1.136 2.134 2.255
H3 -1.999 2.239 0.693
H4 -0.006 2.567 -0.550
H5 0.972 2.949 0.869
H6 -1.008 -0.425 0.682
H7 1.205 1.524 2.685
H8 3.601 -0.288 3.159
H9 3.037 1.004 4.189
H10 1.961 -1.655 4.221
H11 1.380 -0.250 5.104
H12 0.709 -0.589 3.532
H13 3.393 -3.560 2.322
H14 0.823 -2.443 2.182
C8 -3.324 0.335 2.833
O9 -3.227 1.440 3.708
C9 -4.019 2.560 3.331
C10 -5.167 2.761 4.296
N2 -6.160 1.702 4.175
C11 -7.183 1.703 5.212
C12 -6.748 1.474 6.655
O10 -6.263 0.173 6.918
C13 -4.892 -0.040 6.634
H15 -2.559 -0.385 3.126
H16 -4.303 -0.152 2.900
H17 -3.150 0.635 1.796
H18 -4.384 2.456 2.305
H19 -3.376 3.442 3.369
H20 -5.648 3.720 4.078
H21 -4.736 2.824 5.305
H22 -5.687 0.808 4.184
H23 -7.904 0.921 4.960
H24 -7.720 2.657 5.164
H25 -7.636 1.591 7.284
H26 -6.022 2.224 6.993
H27 -4.302 0.865 6.797
H28 -4.731 -0.388 5.609
H29 -4.536 -0.817 7.310
C14 4.065 -2.789 -9.004
O11 3.037 -3.218 -8.142
C15 3.468 -3.533 -6.819
C16 2.956 -2.533 -5.809
N3 3.599 -1.237 -5.976
C17 3.018 -0.168 -5.164
C18 1.574 0.232 -5.423
O12 1.351 0.857 -6.681
C19 1.140 -0.020 -7.764
H30 3.643 -2.726 -10.007
H31 4.456 -1.803 -8.729
H32 4.898 -3.500 -9.019
H33 4.560 -3.594 -6.779
H34 3.063 -4.519 -6.574
H35 3.172 -2.906 -4.804
H36 1.863 -2.483 -5.916
H37 3.557 -0.970 -6.951
H38 3.640 0.719 -5.306
H39 3.109 -0.452 -4.117
H40 1.310 0.975 -4.668
H41 0.880 -0.607 -5.293
H42 0.637 -0.938 -7.448
H43 2.074 -0.288 -8.271
H44 0.506 0.495 -8.487

The net charge is -1. Its LUMO energy is 2.14 eV. As for the total energy: -2781.7601 hartree.

---

Record 3
Computed, not measured: a cluster of 3 separate species, C19H44BN2O11P2Si in total, with ωB97M-V/def2-TZVPD.

Atoms and positions in Å:
C1 2.688 -5.155 0.316
C2 2.791 -4.292 -0.510
N1 2.888 -3.140 -1.230
B1 3.627 -2.087 -0.520
N2 4.536 -1.216 -1.294
O1 3.574 -1.868 0.841
C3 1.605 -2.678 -1.861
C4 0.992 -3.722 -2.841
O2 0.476 -4.767 -2.394
O3 1.005 -3.431 -4.056
Si1 0.225 -2.083 -0.698
C5 -0.223 -3.270 0.702
C6 -1.339 -1.949 -1.777
C7 0.483 -0.351 0.043
H1 2.510 -6.016 0.916
H2 5.328 -0.932 -0.732
H3 4.041 -0.415 -1.667
H4 2.742 -2.172 1.227
H5 1.869 -1.822 -2.504
H6 0.582 -3.325 1.449
H7 -0.382 -4.255 0.245
H8 -1.132 -2.942 1.223
H9 -1.126 -1.318 -2.647
H10 -1.552 -2.965 -2.131
H11 -2.176 -1.565 -1.179
H12 1.492 -0.134 0.414
H13 0.167 0.416 -0.673
H14 -0.180 -0.284 0.919
O4 -4.766 -1.597 1.660
P1 -6.207 -1.970 1.702
O5 -6.981 -0.561 1.989
C8 -7.030 0.415 0.949
C9 -8.024 0.041 -0.139
O6 -6.316 -2.624 3.202
C10 -5.150 -3.066 3.897
C11 -4.670 -2.007 4.868
O7 -7.593 -2.769 1.267
C12 -7.445 -3.941 0.436
C13 -6.739 -5.072 1.158
H15 -6.032 0.562 0.526
H16 -7.333 1.353 1.415
H17 -7.688 -0.839 -0.691
H18 -8.142 0.861 -0.849
H19 -8.995 -0.198 0.293
H20 -4.361 -3.350 3.200
H21 -5.429 -3.968 4.448
H22 -4.531 -1.047 4.371
H23 -3.727 -2.303 5.330
H24 -5.410 -1.852 5.656
H25 -6.908 -3.673 -0.477
H26 -8.450 -4.250 0.148
H27 -5.695 -4.819 1.363
H28 -6.752 -5.979 0.553
H29 -7.217 -5.275 2.116
O8 3.963 3.727 -0.176
P2 4.796 4.787 -0.811
O9 3.730 5.971 -1.167
C14 3.165 6.728 -0.099
C15 4.153 7.731 0.475
O10 5.025 4.156 -2.303
C16 4.830 2.762 -2.557
C17 3.454 2.512 -3.141
O11 6.117 5.767 -1.043
C18 7.342 5.388 -0.383
C19 7.913 4.093 -0.929
H30 2.800 6.055 0.683
H31 2.305 7.255 -0.510
H32 4.975 7.224 0.985
H33 3.660 8.386 1.195
H34 4.589 8.338 -0.319
H35 4.992 2.172 -1.654
H36 5.591 2.455 -3.278
H37 2.674 2.947 -2.516
H38 3.264 1.443 -3.248
H39 3.371 2.980 -4.123
H40 7.165 5.308 0.693
H41 8.048 6.204 -0.540
H42 7.267 3.244 -0.689
H43 8.897 3.898 -0.501
H44 7.999 4.137 -2.014

The net charge is -1. Its LUMO energy is 1.46 eV. As for the total energy: -2684.7508 hartree.

---

Record 4
Computed, not measured: a cluster of 3 separate species, C19H44BrN6O4P3 in total, with ωB97M-V/def2-TZVPD.

Atoms and positions in Å:
C1 2.567 -3.632 2.015
N1 3.074 -3.980 3.338
C2 3.267 -2.741 4.096
P1 2.317 -5.203 4.290
O1 0.947 -4.498 4.267
N2 1.835 -6.557 3.373
C3 2.273 -6.871 2.030
C4 0.476 -7.049 3.578
N3 3.894 -6.035 4.397
C5 4.103 -6.561 5.753
C6 5.162 -5.527 3.884
H1 3.135 -2.798 1.590
H2 1.510 -3.350 2.028
H3 2.708 -4.448 1.309
H4 3.673 -2.961 5.090
H5 2.327 -2.195 4.230
H6 3.989 -2.086 3.598
H7 1.659 -6.365 1.277
H8 2.200 -7.949 1.845
H9 3.320 -6.615 1.859
H10 -0.257 -6.468 3.007
H11 0.203 -6.999 4.635
H12 0.387 -8.100 3.284
H13 4.319 -5.754 6.460
H14 4.920 -7.287 5.781
H15 3.204 -7.083 6.099
H16 5.498 -4.631 4.417
H17 5.111 -5.312 2.816
H18 5.944 -6.288 3.987
C7 -1.245 5.990 -2.156
N4 -1.327 4.925 -3.147
C8 -1.508 3.653 -2.440
P2 -2.374 5.053 -4.512
O2 -3.632 5.249 -3.642
N5 -2.389 6.612 -5.200
C9 -1.422 7.659 -4.949
C10 -3.694 7.202 -5.482
N6 -0.960 4.771 -5.567
C11 -1.321 3.876 -6.675
C12 0.389 4.450 -5.116
H19 -0.577 5.705 -1.336
H20 -2.218 6.246 -1.727
H21 -0.795 6.889 -2.576
H22 -1.549 2.821 -3.154
H23 -2.434 3.640 -1.857
H24 -0.667 3.453 -1.772
H25 -1.681 8.243 -4.058
H26 -1.379 8.353 -5.796
H27 -0.407 7.275 -4.832
H28 -4.139 7.650 -4.587
H29 -4.384 6.447 -5.865
H30 -3.620 7.975 -6.255
H31 -1.445 2.846 -6.325
H32 -0.568 3.895 -7.467
H33 -2.265 4.196 -7.129
H34 0.444 3.470 -4.631
H35 0.782 5.209 -4.438
H36 1.080 4.440 -5.967
O3 -0.218 0.953 -0.846
C13 -1.243 0.938 -0.111
O4 -2.446 1.652 -0.466
P3 -3.668 0.572 -1.066
Br1 -5.231 -0.952 -1.845
C14 -1.270 0.155 1.302
C15 -0.292 0.632 2.418
C16 -0.348 -0.149 3.778
C17 -1.349 -1.316 4.053
C18 -2.331 -1.783 2.946
C19 -2.246 -1.032 1.580
H37 -4.200 0.307 0.250
H38 -4.301 1.656 -1.774
H39 -2.671 -0.289 -1.667
H40 0.446 1.496 2.307
H41 0.394 0.184 4.576
H42 -1.401 -1.857 5.052
H43 -3.101 -2.622 3.066
H44 -2.984 -1.394 0.774

The net charge is 0. Its LUMO energy is -0.83 eV. As for the total energy: -4977.5521 hartree. Its SMILES is CN(C)P(=O)(N(C)C)N(C)C.CN(C)P(=O)(N(C)C)N(C)C.O=C(O[PH3]Br)c1ccccc1.